Record 1
13
Properties=species:S:1:pos:R:3:forces:R:3:lowdin_charge:R:1 method="wB97M-V/def2-TZVPD" e_homo_ev=-8.87 largest_force_ev_per_a=2.6 multiplicity=1 e_above_lowest_kcal_mol=44.1
C 2.306623 -0.819352 0.145317 -0.2 -0.6 0.6 0.002
C 1.065406 -1.101956 -0.223665 -0.8 0.8 -1.0 -0.196
C -0.211530 -0.676031 0.466388 0.0 -0.6 0.2 -0.207
C -1.105694 0.248305 -0.329024 0.0 2.2 1.4 -0.281
N -1.472489 1.361465 0.265177 0.3 -2.0 -1.7 -0.375
S -2.471952 2.388342 -0.704814 0.2 0.2 0.7 0.671
H 3.151006 -1.042267 -0.486151 0.1 -0.2 -0.1 0.049
H 2.524819 -0.512949 1.169725 -0.1 0.4 -0.4 0.064
H 0.838517 -1.555674 -1.196440 0.5 0.1 0.1 0.100
H 0.004327 -0.135181 1.379048 0.0 -0.1 0.4 0.102
H -0.758925 -1.607352 0.702502 -0.1 0.4 0.1 0.118
H -1.355876 0.030145 -1.371795 -0.1 -0.1 0.1 0.100
H -2.514232 3.422505 0.183733 0.1 -0.6 -0.4 -0.146

***

Record 2
88
Properties=species:S:1:pos:R:3:forces:R:3:lowdin_charge:R:1 method="wB97M-V/def2-TZVPD" e_homo_ev=-12.41 charge=+2 largest_force_ev_per_a=1.0 multiplicity=1 e_above_lowest_kcal_mol=16.3
Ti 0.065128 -0.135948 0.039788 0.2 0.1 1.0 1.022
N -1.088544 0.123836 4.247596 0.0 0.1 0.1 0.088
C -1.360434 -0.282818 3.015680 0.0 0.0 -0.1 -0.118
N -0.402303 0.158125 2.208068 0.0 0.0 -0.1 0.012
C 0.429296 0.848433 3.042347 0.1 0.0 0.0 -0.288
N 0.050508 0.848849 4.291448 -0.1 0.0 0.0 0.178
C 1.613661 1.500191 2.493077 -0.1 0.0 0.0 -0.171
C 2.519513 2.224451 3.259080 0.1 0.0 0.0 -0.023
N 3.571557 2.808557 2.705399 0.0 0.0 0.0 0.129
C 3.727817 2.651221 1.395068 0.0 0.0 0.0 -0.063
C 2.835844 1.913461 0.629834 0.1 -0.1 0.0 -0.082
N 1.763037 1.346808 1.177524 -0.2 -0.1 0.0 0.085
H -1.618148 -0.035337 5.092420 0.0 0.0 0.0 0.184
H -2.219273 -0.869054 2.728814 0.0 0.0 0.0 0.141
H 2.383757 2.321235 4.329302 0.0 0.0 0.0 0.134
H 4.588600 3.121543 0.936449 0.0 0.0 0.0 0.126
H 3.005981 1.754691 -0.427627 0.0 0.0 0.0 0.108
C 1.544771 6.905031 -4.635216 0.0 0.0 0.0 -0.061
O 1.192903 6.074291 -5.729968 0.0 0.0 0.0 -0.060
C 1.684298 4.821734 -5.771993 0.0 0.1 0.1 -0.275
C 2.428535 4.230517 -4.748391 0.0 0.0 0.0 -0.009
C 2.894355 2.931550 -4.896112 0.1 -0.1 0.0 -0.021
C 2.641155 2.227073 -6.067528 -0.2 -0.2 -0.1 -0.276
C 1.936977 2.845815 -7.102839 -0.1 0.1 0.0 -0.010
C 1.433474 4.116464 -6.950455 0.0 -0.1 0.0 0.023
N 3.148859 0.936094 -6.417989 0.3 0.3 0.2 0.092
N 3.387637 0.037497 -5.605386 -0.4 -0.1 -0.1 0.091
C 2.965289 0.027173 -4.244771 0.1 0.0 0.1 -0.216
C 3.900864 -0.266042 -3.282656 0.0 0.0 0.1 0.011
C 3.543719 -0.531307 -1.943917 0.2 -0.1 0.0 0.017
C 2.225578 -0.527593 -1.584547 -0.1 0.1 0.0 -0.332
O 1.720484 -0.837222 -0.362149 0.5 -0.2 -0.6 -0.258
C 1.250852 -0.214935 -2.549039 0.0 0.0 0.0 -0.175
N -0.034755 -0.216607 -2.073755 0.2 0.2 -0.3 0.008
C -1.021117 -0.025000 -2.935254 0.0 -0.1 0.0 -0.061
C -0.791200 0.142331 -4.302924 0.0 0.0 0.0 0.011
C 0.496809 0.168109 -4.780061 0.1 0.0 0.0 0.063
C 1.581364 0.029991 -3.888543 0.0 -0.1 -0.2 -0.076
H 1.127400 7.882669 -4.853239 0.0 0.0 0.0 0.101
H 2.628650 6.988953 -4.534461 0.0 0.0 0.0 0.102
H 1.110207 6.525577 -3.706056 0.0 0.0 0.0 0.084
H 2.682365 4.790562 -3.859854 0.0 0.0 0.0 0.101
H 3.517890 2.502639 -4.122819 0.0 0.0 0.0 0.110
H 1.811235 2.305695 -8.032531 0.0 0.0 0.0 0.124
H 0.886901 4.608454 -7.743166 0.0 0.0 0.0 0.131
H 4.939973 -0.322778 -3.579618 0.0 0.0 0.0 0.132
H 4.305416 -0.791592 -1.219419 0.0 0.0 0.0 0.136
H -2.023753 -0.024203 -2.526802 0.0 0.0 0.0 0.127
H -1.633711 0.245814 -4.971116 0.0 0.0 0.0 0.125
H 0.676635 0.271298 -5.841524 0.0 0.0 0.0 0.128
S -4.314570 0.607445 0.492847 -0.1 0.0 0.0 1.107
C -4.231703 -1.088885 0.353592 0.0 0.0 0.0 -0.368
C -2.964876 -1.526060 0.086075 0.0 0.0 0.0 -0.216
C -2.012526 -0.471047 -0.011714 -0.1 0.0 0.0 -0.338
C -2.632755 0.747114 0.190797 0.0 0.1 -0.2 -0.548
C -1.930937 2.012852 0.011041 -0.2 -0.1 0.0 -0.265
C -2.507173 3.275415 0.103033 0.0 0.0 0.0 0.013
C -1.762926 4.377463 -0.265720 0.0 0.0 0.0 -0.003
C -0.464487 4.200917 -0.737875 0.0 0.0 0.0 -0.016
C 0.059129 2.930392 -0.756652 0.0 0.0 0.1 -0.090
N -0.639053 1.860410 -0.347548 -0.3 0.2 0.1 0.004
H -5.126424 -1.681034 0.470811 0.0 0.0 0.0 0.085
H -2.740508 -2.575150 -0.047966 0.0 0.0 0.0 0.086
H -3.531035 3.378666 0.436085 0.0 0.0 0.0 0.118
H -2.193280 5.368418 -0.207576 0.0 0.0 0.0 0.130
H 0.132415 5.035780 -1.074210 0.0 0.0 0.0 0.116
H 1.064967 2.745269 -1.107671 0.0 0.0 0.0 0.109
C 0.499411 -3.630492 -2.980148 0.0 0.0 -0.1 -0.186
Ge 1.174639 -4.600730 -1.434127 0.0 0.0 0.1 0.783
C 1.035368 -6.522779 -1.657284 0.0 -0.1 0.0 -0.206
C 3.001353 -4.093029 -0.999106 0.1 0.0 0.0 -0.200
C -0.093708 -4.237471 0.062739 0.0 0.0 0.0 -0.518
Se -0.087595 -2.647086 1.185215 -0.1 0.0 0.2 1.021
C 1.662521 -2.807601 1.996582 0.0 0.0 0.0 -0.308
H 1.202364 -3.689984 -3.811700 0.0 0.0 0.0 0.038
H 0.339556 -2.582033 -2.736006 0.0 0.0 0.0 -0.011
H -0.449458 -4.058073 -3.306175 0.0 0.0 0.0 0.035
H 1.649841 -6.866097 -2.489005 0.0 0.0 0.0 0.033
H 0.003759 -6.816942 -1.851112 0.0 0.0 0.0 0.031
H 1.375559 -7.026277 -0.751960 0.0 0.0 0.0 0.031
H 3.638448 -4.312858 -1.856917 0.0 0.0 0.0 0.038
H 3.374195 -4.668423 -0.151322 0.0 0.0 0.0 0.035
H 3.084405 -3.030904 -0.777554 0.0 0.0 0.0 -0.018
H -0.039842 -5.053373 0.785812 0.0 0.0 0.0 0.030
H -1.103685 -4.260361 -0.352145 0.0 0.0 0.0 0.013
H 2.428144 -2.840571 1.229978 0.0 0.0 0.0 0.006
H 1.669876 -3.708672 2.604072 0.0 0.0 0.0 0.049
H 1.813330 -1.936606 2.632047 0.0 0.0 0.0 0.028

***

Record 3
6
Properties=species:S:1:pos:R:3:forces:R:3:lowdin_charge:R:1 method="wB97M-V/def2-TZVPD" e_homo_ev="-8.89 / -10.07" largest_force_ev_per_a=1.5 multiplicity=1 e_above_lowest_kcal_mol=48.4
C -0.595243 -0.356281 0.501519 0.9 0.2 -0.6 -1.566
S 1.092928 -0.529952 1.064810 -1.1 -0.3 -1.0 0.364
Cl -1.076694 -0.069896 -1.129785 0.7 -0.7 0.9 0.427
Cl 1.892020 -1.944153 -0.181955 -0.4 0.4 0.3 0.125
Br -1.490782 0.744766 1.695095 -0.2 0.1 0.5 0.675
Br 0.177771 2.155517 -1.949683 0.1 0.3 -0.1 -0.026

***

Look up the multiplicity of the first one.
1

***

Which value of multiplicity does entry 3 give?
1